# C49H127N9O12

A cluster of 12 separate species, C49H127N9O12 in total at a distorted geometry (ωB97M-V/def2-TZVPD, OMol25).

SMILES: CC1(C)CCCC(C)(C)N1O.CC1(C)CCCC(C)(C)N1O.COC[C@H](C)N.COC[C@H](C)N.COC[C@H](C)N.COC[C@H](C)N.COC[C@H](C)N.COC[C@H](C)N.COC[C@H](C)N.CO.CO.CO
HOMO level: -8.03 eV
LUMO: 0.487 eV
Kohn-Sham gap: 8.516 eV
DFT total energy: -3338.5344 Ha
energy relative to the best compared isomer or geometry (same formula, charge and spin): 17.3 kcal/mol

Geometry as XYZ:
```
197
Properties=species:S:1:pos:R:3:lowdin_charge:R:1
C 1.301 -1.616 -1.367 -0.033
C 1.208 -0.498 -0.315 -0.493
C 2.502 0.324 -0.543 -0.022
C -0.018 0.323 -0.701 -0.134
C -0.260 1.405 0.342 -0.172
C -0.547 0.736 1.696 -0.123
C 0.600 -0.223 2.112 -0.489
C 1.708 0.625 2.728 -0.022
C -0.054 -1.097 3.183 -0.033
N 1.015 -1.062 0.998 -0.086
O 1.926 -2.075 1.377 0.007
H 0.480 -2.336 -1.265 0.079
H 1.194 -1.167 -2.354 0.088
H 2.231 -2.188 -1.326 0.048
H 2.543 1.241 0.041 0.058
H 3.373 -0.325 -0.387 0.078
H 2.702 0.598 -1.586 0.059
H -0.006 0.800 -1.683 0.119
H -0.871 -0.369 -0.683 0.118
H 0.591 2.078 0.464 0.085
H -1.169 1.948 0.073 0.100
H -1.493 0.203 1.620 0.098
H -0.629 1.578 2.382 0.096
H 2.121 1.407 2.098 0.055
H 2.511 -0.050 3.049 0.091
H 1.335 1.051 3.662 0.077
H -0.354 -0.530 4.066 0.077
H 0.672 -1.831 3.549 0.082
H -0.905 -1.664 2.812 0.077
H 1.608 -2.839 0.867 0.069
C 4.994 2.617 -2.543 -0.015
C 4.039 3.815 -2.594 -0.511
C 4.614 4.829 -3.609 -0.016
C 2.703 3.297 -3.159 -0.130
C 1.553 4.274 -2.952 -0.180
C 1.415 4.660 -1.480 -0.136
C 2.725 5.160 -0.883 -0.513
C 2.944 6.607 -1.300 -0.027
C 2.526 5.084 0.657 -0.024
N 3.818 4.268 -1.234 -0.092
O 5.010 4.640 -0.589 -0.013
H 4.555 1.810 -1.958 0.069
H 5.264 2.303 -3.549 0.071
H 5.924 2.994 -2.110 0.083
H 3.920 5.668 -3.709 0.063
H 5.535 5.253 -3.200 0.087
H 4.809 4.403 -4.589 0.082
H 2.866 2.972 -4.186 0.120
H 2.420 2.411 -2.579 0.094
H 1.665 5.120 -3.641 0.107
H 0.618 3.831 -3.313 0.099
H 1.099 3.728 -0.995 0.105
H 0.594 5.371 -1.402 0.118
H 3.989 6.907 -1.177 0.088
H 2.367 7.350 -0.742 0.086
H 2.672 6.768 -2.347 0.069
H 2.571 4.040 0.974 0.072
H 1.511 5.441 0.829 0.077
H 3.279 5.680 1.168 0.085
H 5.134 3.957 0.079 0.063
C -5.092 -1.985 -5.049 -0.129
O -4.023 -1.817 -5.931 -0.159
C -3.343 -3.001 -6.248 -0.221
C -2.458 -3.523 -5.108 -0.452
C -1.450 -2.513 -4.649 -0.050
N -1.799 -4.785 -5.534 0.029
H -5.934 -2.497 -5.542 0.096
H -5.489 -1.023 -4.728 0.084
H -4.929 -2.556 -4.126 0.067
H -3.965 -3.813 -6.650 0.126
H -2.670 -2.746 -7.079 0.127
H -3.125 -3.878 -4.315 0.108
H -0.945 -2.069 -5.513 0.089
H -0.776 -2.936 -3.910 0.067
H -1.944 -1.643 -4.205 0.075
H -2.463 -5.512 -5.791 0.066
H -1.372 -4.593 -6.449 0.070
C 4.490 -0.027 -5.201 -0.119
O 5.663 -0.596 -4.676 -0.174
C 5.582 -2.001 -4.607 -0.218
C 4.573 -2.573 -3.616 -0.444
C 4.787 -2.091 -2.186 -0.046
N 4.648 -4.034 -3.662 0.028
H 4.593 1.047 -5.344 0.073
H 3.597 -0.151 -4.572 0.082
H 4.271 -0.501 -6.169 0.094
H 5.433 -2.432 -5.607 0.123
H 6.574 -2.344 -4.294 0.130
H 3.523 -2.378 -3.855 0.130
H 4.783 -1.004 -2.140 0.070
H 5.705 -2.553 -1.810 0.089
H 3.999 -2.481 -1.541 0.047
H 5.608 -4.352 -3.565 0.071
H 4.273 -4.513 -4.467 0.068
C -1.270 -4.744 4.710 -0.099
O -0.959 -5.070 6.055 -0.190
C -2.107 -5.390 6.812 -0.229
C -1.664 -5.584 8.257 -0.439
C -0.552 -6.627 8.369 -0.065
N -2.806 -5.956 9.096 0.025
H -2.034 -3.964 4.599 0.079
H -1.518 -5.628 4.119 0.090
H -0.355 -4.259 4.358 0.084
H -2.901 -4.634 6.740 0.124
H -2.596 -6.307 6.436 0.129
H -1.316 -4.600 8.576 0.137
H -0.942 -7.618 8.123 0.079
H -0.237 -6.657 9.415 0.073
H 0.302 -6.442 7.721 0.072
H -3.265 -6.828 8.857 0.069
H -2.428 -6.124 10.025 0.066
C -4.073 0.401 -2.389 -0.104
O -3.495 1.312 -3.295 -0.183
C -3.062 2.491 -2.649 -0.214
C -2.950 3.624 -3.653 -0.450
C -2.636 4.935 -2.981 -0.056
N -4.157 3.684 -4.480 0.045
H -4.277 -0.523 -2.927 0.059
H -5.031 0.794 -2.022 0.090
H -3.431 0.164 -1.528 0.084
H -3.775 2.739 -1.854 0.122
H -2.064 2.336 -2.228 0.114
H -2.124 3.294 -4.303 0.135
H -1.606 4.964 -2.628 0.059
H -3.288 5.158 -2.127 0.082
H -2.870 5.796 -3.612 0.079
H -4.285 2.762 -4.879 0.067
H -4.141 4.394 -5.194 0.067
C 8.685 3.513 0.347 -0.131
O 7.824 2.514 0.785 -0.184
C 7.494 2.640 2.150 -0.219
C 6.422 1.623 2.479 -0.401
C 5.093 2.094 1.898 -0.067
N 6.325 1.522 3.960 0.031
H 9.711 3.391 0.706 0.088
H 8.304 4.510 0.597 0.089
H 8.741 3.514 -0.743 0.087
H 8.397 2.461 2.739 0.127
H 7.080 3.633 2.360 0.127
H 6.601 0.622 2.084 0.146
H 4.838 3.142 2.080 0.083
H 4.263 1.453 2.200 0.052
H 5.068 1.935 0.807 0.076
H 5.788 0.693 4.211 0.067
H 5.666 2.248 4.253 0.070
C -3.793 3.131 2.115 -0.097
O -3.798 1.839 2.688 -0.189
C -4.947 1.113 2.320 -0.218
C -4.992 -0.163 3.161 -0.407
C -3.798 -1.071 2.949 -0.046
N -6.228 -0.913 2.821 0.036
H -4.615 3.751 2.497 0.091
H -3.894 3.071 1.021 0.082
H -2.850 3.627 2.348 0.078
H -5.895 1.654 2.449 0.126
H -4.893 0.866 1.247 0.127
H -5.023 0.246 4.178 0.127
H -2.804 -0.633 2.921 0.033
H -3.877 -1.603 1.996 0.072
H -3.759 -1.806 3.758 0.079
H -6.986 -0.233 2.884 0.082
H -6.369 -1.563 3.592 0.093
C -3.346 -3.574 -1.481 -0.097
O -4.755 -3.524 -1.677 -0.195
C -5.397 -3.207 -0.451 -0.224
C -6.866 -2.893 -0.648 -0.420
C -7.062 -1.684 -1.557 -0.058
N -7.419 -2.633 0.706 0.024
H -2.898 -2.578 -1.527 0.083
H -2.966 -4.229 -2.263 0.078
H -3.109 -4.039 -0.519 0.081
H -5.257 -4.007 0.285 0.132
H -4.923 -2.306 -0.025 0.113
H -7.349 -3.754 -1.122 0.138
H -8.113 -1.519 -1.797 0.078
H -6.429 -1.877 -2.431 0.055
H -6.736 -0.738 -1.112 0.069
H -8.301 -2.139 0.635 0.060
H -6.755 -1.968 1.145 0.021
C 0.243 -5.294 -0.589 -0.152
O 1.419 -4.883 0.080 -0.120
H -0.650 -4.958 -0.055 0.071
H 0.150 -4.845 -1.588 0.073
H 0.190 -6.386 -0.689 0.082
H 2.158 -4.756 -0.518 0.080
C 0.174 3.962 3.650 -0.158
O 1.379 4.446 4.240 -0.121
H 0.217 2.910 3.920 0.053
H -0.725 4.401 4.085 0.080
H 0.174 4.072 2.562 0.065
H 1.347 5.404 4.312 0.074
C -2.582 0.639 5.885 -0.169
O -2.718 -0.689 6.343 -0.116
H -2.128 0.720 4.895 0.055
H -3.583 1.072 5.822 0.072
H -2.055 1.280 6.599 0.083
H -1.967 -0.965 6.871 0.075
```

# C49H133N7O14

A cluster of 14 separate species, C49H133N7O14 in total at a distorted geometry (ωB97M-V/def2-TZVPD, OMol25).

HOMO level: -8.94 eV
LUMO: 0.281 eV
Kohn-Sham gap: 9.226 eV
DFT total energy: -3383.0951 Ha
energy relative to the best compared isomer or geometry (same formula, charge and spin): 104.1 kcal/mol

Geometry as XYZ:
```
203
Properties=species:S:1:pos:R:3:lowdin_charge:R:1
C 4.545 1.136 -2.314 -0.060
C 4.699 -0.088 -1.449 -0.506
C 6.153 -0.250 -1.040 -0.043
O 3.939 0.038 -0.230 -0.063
H 5.079 2.023 -1.826 0.099
H 3.476 1.367 -2.470 0.051
H 5.016 1.070 -3.348 0.105
H 4.411 -0.960 -2.034 0.102
H 6.899 -0.145 -1.748 0.051
H 6.264 -1.284 -0.671 0.081
H 6.260 0.516 -0.245 0.081
H 3.041 -0.189 -0.471 0.012
C -5.108 0.519 -2.891 -0.056
C -4.052 -0.181 -3.703 -0.547
C -2.760 0.568 -3.632 -0.044
O -3.849 -1.444 -3.163 -0.045
H -6.106 0.112 -3.196 0.089
H -5.095 1.618 -3.050 0.083
H -4.940 0.307 -1.788 0.093
H -4.457 -0.291 -4.700 0.132
H -1.968 0.079 -4.075 0.043
H -2.692 0.776 -2.544 0.080
H -2.891 1.555 -4.110 0.095
H -4.481 -2.088 -3.499 0.073
C -5.199 0.932 6.303 -0.046
C -3.807 0.318 6.503 -0.501
C -2.901 1.100 7.477 -0.060
O -3.880 -0.950 7.100 -0.073
H -5.982 0.255 6.033 0.065
H -5.167 1.845 5.755 0.070
H -5.591 1.234 7.246 0.065
H -3.219 0.272 5.544 0.128
H -3.306 0.891 8.485 0.079
H -3.036 2.195 7.501 0.081
H -1.865 0.690 7.501 0.084
H -4.257 -1.643 6.496 0.085
C -0.064 -7.451 1.542 -0.074
C 0.239 -6.108 2.084 -0.504
C 1.307 -5.393 1.288 -0.030
O -1.033 -5.505 1.949 -0.065
H -0.803 -8.008 2.123 0.084
H 0.859 -8.079 1.551 0.101
H -0.530 -7.364 0.578 0.063
H 0.367 -6.122 3.180 0.143
H 1.308 -4.345 1.372 0.047
H 1.096 -5.621 0.186 0.099
H 2.322 -5.730 1.490 0.088
H -0.809 -4.630 1.687 0.044
C 1.637 -1.069 3.817 -0.081
C 0.595 -0.270 4.449 -0.462
C 1.206 1.080 4.821 -0.043
O -0.453 0.061 3.476 -0.112
H 1.349 -1.933 3.204 0.074
H 2.258 -1.475 4.610 0.091
H 2.264 -0.560 3.145 0.064
H 0.029 -0.815 5.227 0.137
H 2.221 1.019 5.237 0.089
H 0.583 1.648 5.508 0.077
H 1.321 1.626 3.922 0.044
H -0.976 -0.783 3.327 0.074
C 3.441 -4.638 -3.591 -0.042
C 3.153 -4.680 -2.102 -0.518
C 4.387 -4.406 -1.239 -0.035
O 2.119 -3.793 -1.735 -0.115
H 2.531 -4.890 -4.099 0.060
H 4.231 -5.383 -3.712 0.088
H 3.824 -3.664 -3.893 0.076
H 2.827 -5.728 -1.942 0.117
H 4.076 -4.435 -0.184 0.071
H 4.817 -3.322 -1.433 0.108
H 5.233 -5.050 -1.432 0.068
H 1.300 -3.978 -2.247 0.020
C 0.116 3.288 -3.030 -0.035
C 0.506 2.550 -4.335 -0.436
C 0.008 3.260 -5.595 -0.059
O 1.973 2.422 -4.521 -0.083
H 0.158 4.372 -3.232 0.090
H 0.738 2.927 -2.218 0.067
H -0.917 3.093 -2.742 0.058
H 0.063 1.517 -4.369 0.110
H 0.000 2.717 -6.509 0.058
H 0.701 4.102 -5.753 0.090
H -0.964 3.693 -5.457 0.068
H 2.327 1.682 -4.001 0.024
C -3.005 -2.631 2.044 -0.052
C -3.206 -2.589 3.553 -0.421
C -4.496 -3.429 3.872 -0.193
O -4.595 -3.616 5.259 -0.220
C -5.828 -4.111 5.617 -0.128
N -2.044 -2.989 4.344 0.084
H -2.107 -2.133 1.682 0.050
H -3.797 -2.136 1.519 0.070
H -2.921 -3.715 1.771 0.085
H -3.467 -1.562 3.881 0.126
H -4.335 -4.422 3.354 0.145
H -5.389 -2.835 3.568 0.140
H -6.703 -3.434 5.598 0.100
H -5.769 -4.619 6.577 0.095
H -5.990 -4.863 4.844 0.083
H -1.634 -3.845 4.025 0.058
H -2.409 -3.181 5.257 0.063
C 4.557 2.693 1.739 -0.060
C 5.755 3.544 1.383 -0.436
C 5.488 4.953 1.896 -0.239
O 4.340 5.600 1.378 -0.213
C 4.517 6.063 0.058 -0.114
N 7.024 3.107 2.042 0.051
H 4.395 2.674 2.881 0.108
H 4.758 1.684 1.457 0.037
H 3.608 3.053 1.242 0.082
H 5.892 3.641 0.338 0.115
H 6.369 5.582 1.735 0.112
H 5.351 4.963 3.027 0.142
H 4.109 5.427 -0.736 0.085
H 5.623 6.140 -0.096 0.095
H 4.098 7.076 -0.041 0.085
H 6.771 2.607 2.904 0.079
H 7.464 2.473 1.400 0.052
C 1.983 5.215 4.812 -0.047
C 1.035 6.370 4.351 -0.414
C 0.967 6.511 2.901 -0.249
O 0.508 7.775 2.438 -0.168
C 0.401 7.747 0.989 -0.086
N -0.275 6.147 5.046 0.030
H 3.045 5.505 4.982 0.081
H 1.953 4.431 4.060 0.054
H 1.625 4.850 5.785 0.072
H 1.418 7.271 4.807 0.134
H 0.314 5.723 2.610 0.106
H 1.983 6.391 2.469 0.129
H 0.489 8.801 0.571 0.104
H -0.535 7.321 0.655 0.063
H 1.215 7.170 0.518 0.075
H -0.876 6.973 4.972 0.071
H -0.833 5.416 4.641 0.055
C 2.005 -1.092 -3.717 -0.022
C 2.311 -1.478 -5.202 -0.425
C 1.134 -1.290 -6.157 -0.231
O 0.025 -1.913 -5.573 -0.212
C -1.063 -2.198 -6.524 -0.033
N 3.510 -0.806 -5.654 0.059
H 1.295 -0.177 -3.695 0.085
H 2.888 -0.877 -3.077 0.060
H 1.484 -1.920 -3.258 0.036
H 2.495 -2.537 -5.273 0.108
H 1.453 -1.633 -7.171 0.134
H 0.997 -0.185 -6.246 0.127
H -1.564 -1.247 -6.703 0.085
H -1.742 -2.955 -6.078 0.068
H -0.616 -2.584 -7.444 0.085
H 3.209 0.128 -5.837 0.054
H 3.824 -1.153 -6.547 0.072
C -0.157 -6.469 -2.562 -0.026
C -0.517 -5.330 -3.578 -0.379
C -1.974 -5.474 -3.882 -0.261
O -2.389 -4.418 -4.680 -0.225
C -3.827 -4.328 -4.901 -0.050
N -0.296 -3.949 -3.066 0.076
H -0.276 -7.377 -3.122 0.075
H -0.822 -6.439 -1.720 0.065
H 0.895 -6.349 -2.327 0.051
H 0.143 -5.444 -4.425 0.134
H -2.572 -5.571 -2.899 0.153
H -2.077 -6.483 -4.327 0.133
H -3.933 -3.296 -5.288 0.085
H -4.331 -4.572 -3.956 0.096
H -4.063 -5.000 -5.711 0.084
H -1.107 -3.651 -2.588 0.075
H -0.034 -3.351 -3.880 0.083
C -2.571 5.126 -1.130 -0.077
C -3.652 4.112 -1.029 -0.482
C -3.385 3.241 0.236 -0.198
O -4.442 2.346 0.456 -0.210
C -4.053 1.091 0.970 -0.110
N -4.903 4.816 -0.920 0.038
H -1.606 4.708 -1.203 0.038
H -2.627 5.770 -0.277 0.071
H -2.713 5.739 -2.038 0.095
H -3.581 3.362 -1.790 0.109
H -3.439 3.989 1.077 0.145
H -2.386 2.752 0.064 0.120
H -3.404 1.338 1.854 0.104
H -3.552 0.450 0.232 0.063
H -4.985 0.595 1.367 0.102
H -5.678 4.156 -0.655 0.093
H -5.179 5.202 -1.848 0.090
C -0.928 -0.510 -0.770 -0.035
C 0.540 -0.196 -0.689 -0.374
C 0.781 0.905 0.343 -0.242
O -0.084 1.958 0.228 -0.206
C 0.198 3.030 1.163 -0.054
N 1.403 -1.337 -0.270 0.075
H -1.521 0.355 -0.669 0.029
H -1.143 -1.153 0.060 0.050
H -1.222 -1.110 -1.703 0.101
H 0.915 0.209 -1.631 0.111
H 1.753 1.244 0.235 0.085
H 0.710 0.568 1.375 0.112
H -0.054 2.655 2.194 0.102
H -0.410 3.853 0.889 0.047
H 1.255 3.418 1.085 0.096
H 1.182 -1.687 0.687 0.089
H 1.516 -2.091 -0.957 0.044
```

# C49H31BaN6O4

A structure of composition C49H31BaN6O4 at a distorted geometry (ωB97M-V/def2-TZVPD, OMol25).

HOMO level: -4.16 eV
net charge: -1
LUMO: 1.467 eV
Kohn-Sham gap: 5.629 eV
DFT total energy: -2541.0083 Ha
energy relative to the best compared isomer or geometry (same formula, charge and spin): 37.9 kcal/mol

Geometry as XYZ:
```
91
Properties=species:S:1:pos:R:3:lowdin_charge:R:1
Ba 0.093 -0.325 -0.824 2.225
C 4.603 -4.653 3.743 -0.105
C 4.421 -4.840 2.383 -0.085
C 3.611 -3.982 1.657 -0.018
C 2.955 -2.933 2.293 -0.209
C 3.128 -2.765 3.664 -0.031
C 3.952 -3.611 4.383 -0.090
C 2.148 -1.939 1.546 -0.063
C 2.878 -1.046 0.748 -0.249
C 4.318 -0.927 0.740 0.006
C 4.618 0.052 -0.148 0.003
C 3.364 0.517 -0.689 -0.246
N 2.345 -0.153 -0.110 -0.108
C 3.229 1.533 -1.640 -0.074
C 2.031 2.134 -2.043 -0.257
C 1.940 3.241 -2.962 -0.005
C 0.641 3.629 -2.979 -0.003
C -0.059 2.764 -2.060 -0.260
C -1.389 2.934 -1.654 -0.078
C -2.222 3.925 -2.380 -0.216
C -3.192 3.442 -3.255 -0.026
C -3.999 4.305 -3.971 -0.088
C -3.862 5.674 -3.814 -0.105
C -2.911 6.165 -2.936 -0.091
C -2.093 5.301 -2.228 -0.038
C -2.036 2.249 -0.613 -0.265
N -1.597 1.128 -0.001 -0.120
C -2.472 0.826 0.984 -0.270
C -2.390 -0.299 1.824 -0.070
C -3.567 -0.602 2.656 -0.189
C -3.438 -0.778 4.034 -0.034
C -4.538 -1.078 4.817 -0.083
C -5.789 -1.214 4.235 -0.100
C -5.935 -1.025 2.871 -0.084
C -4.838 -0.710 2.092 -0.049
C -1.276 -1.149 1.944 -0.268
C -1.242 -2.410 2.644 -0.002
C 0.029 -2.870 2.545 0.010
C 0.769 -1.893 1.791 -0.272
N -0.058 -0.889 1.421 -0.125
C -3.520 1.817 1.015 -0.016
C -3.258 2.692 0.011 -0.004
N 0.800 1.846 -1.557 -0.131
C 4.489 2.098 -2.184 -0.222
C 5.229 1.427 -3.152 -0.027
C 6.417 1.959 -3.623 -0.089
C 6.890 3.162 -3.124 -0.105
C 6.160 3.836 -2.159 -0.089
C 4.966 3.312 -1.699 -0.033
H 5.260 -5.307 4.299 0.094
H 4.918 -5.660 1.884 0.098
H 3.475 -4.130 0.597 0.127
H 2.624 -1.947 4.157 0.122
H 4.091 -3.455 5.444 0.097
H 4.997 -1.488 1.355 0.107
H 5.584 0.450 -0.397 0.105
H 2.767 3.660 -3.506 0.104
H 0.198 4.438 -3.530 0.100
H -3.298 2.372 -3.378 0.120
H -4.740 3.911 -4.653 0.098
H -4.494 6.352 -4.370 0.094
H -2.810 7.233 -2.800 0.097
H -1.355 5.697 -1.545 0.121
H -2.461 -0.664 4.480 0.121
H -4.429 -1.202 5.886 0.099
H -6.649 -1.458 4.843 0.095
H -6.910 -1.121 2.415 0.099
H -4.960 -0.557 1.028 0.101
H -2.077 -2.888 3.124 0.111
H 0.431 -3.795 2.913 0.115
H -4.329 1.860 1.721 0.103
H -3.804 3.578 -0.259 0.105
H 4.870 0.481 -3.530 0.122
H 6.984 1.430 -4.377 0.098
H 7.826 3.570 -3.481 0.094
H 6.527 4.771 -1.758 0.097
H 4.397 3.831 -0.943 0.124
O -1.896 -5.925 -0.022 0.103
C -3.000 -5.227 -0.149 -0.526
O -4.095 -5.704 0.066 0.064
C -2.874 -3.807 -0.570 -0.047
C -3.955 -2.951 -0.685 -0.010
N -3.474 -1.766 -1.091 0.021
N -2.153 -1.793 -1.244 -0.008
C -1.754 -3.011 -0.933 -0.154
C -0.282 -3.333 -1.036 -0.623
O 0.082 -4.482 -0.731 0.032
O 0.441 -2.407 -1.436 -0.327
H -1.048 -5.388 -0.278 0.064
H -4.996 -3.141 -0.501 0.132
H -3.969 -0.901 -1.247 0.159
```